Entry 1:
{
  "formula": "C4H11S2",
  "method": "ωB97M-V with the def2-TZVPD basis set",
  "elements": ["C", "S", "C", "H", "H", "H", "H", "H", "H", "C", "C", "S", "H", "H", "H", "H", "H"],
  "positions_angstrom": [[-3.094166, -1.100786, -0.239951], [-3.042899, 0.347092, 0.863247], [-1.270804, 0.627907, 0.962969], [-3.132927, -1.999176, 0.371929], [-2.172817, -1.180718, -0.819223], [-3.872799, -1.059352, -0.995586], [-0.810115, -0.029600, 1.690590], [-0.814577, 0.552415, -0.018499], [-1.174056, 1.671916, 1.258640], [3.080873, -1.028048, -1.833828], [1.989025, -0.375333, -0.984246], [2.721682, 0.733843, 0.286802], [3.725745, -1.551459, -1.121447], [3.714693, -0.293868, -2.328724], [2.651197, -1.709765, -2.580127], [1.362643, -1.164724, -0.553714], [1.333349, 0.203904, -1.641477]],
  "atomic_forces_ev_per_a": [[0.72, -0.17, 0.12], [-0.47, -0.14, -0.58], [-0.17, 0.40, -0.02], [-0.34, -0.16, -0.18], [0.16, 0.27, 0.15], [-0.42, 0.08, 0.35], [0.26, 0.03, -0.08], [0.17, -0.19, 0.01], [0.21, -0.11, 0.22], [-0.15, -0.15, 0.48], [0.34, 0.54, -0.15], [-0.38, -0.25, -0.10], [0.05, -0.26, -0.31], [-0.13, 0.17, -0.05], [0.17, -0.12, 0.01], [0.08, -0.01, 0.17], [-0.09, 0.07, -0.04]],
  "de_lowest_kcal_mol": 10.1,
  "molar_mass_g_mol": 123.266,
  "homo_lumo_gap_ev": 5.362,
  "charge": -1
}

---

Entry 2:
{
  "formula": "C5H7NS2",
  "method": "ωB97M-V with the def2-TZVPD basis set",
  "elements": ["C", "N", "S", "C", "C", "C", "C", "S", "H", "H", "H", "H", "H", "H", "H"],
  "positions_angstrom": [[-2.923184, -0.184172, -1.035283], [-1.744293, 0.176520, -0.580572], [-1.288071, -0.292453, 0.972949], [0.290781, 0.682460, 0.900559], [0.641848, 1.887909, -0.058484], [1.914491, 1.193251, -0.562627], [1.379524, -0.060708, 0.051785], [1.578384, -1.604870, -0.278714], [-3.374308, 0.279794, -2.051528], [-3.640878, -0.630633, -0.457030], [0.688594, 0.657724, 1.837829], [-0.046797, 1.956841, -0.867962], [0.920000, 2.933970, 0.290444], [2.316317, 1.329333, -1.591499], [2.881352, 1.482063, 0.020282]],
  "atomic_forces_ev_per_a": [[2.56, 3.57, -2.14], [-2.99, -1.04, -1.64], [0.84, 1.51, -0.37], [0.37, -1.35, -3.50], [0.88, 2.00, 0.76], [2.28, 0.56, 1.16], [-0.53, -0.59, -0.79], [0.22, -0.40, 0.06], [1.70, -1.21, 2.18], [-1.64, -1.56, 1.51], [0.81, 0.71, 2.94], [-0.75, 0.03, -0.36], [-1.05, -1.29, 0.22], [-0.99, -0.71, 0.35], [-1.71, -0.24, -0.36]],
  "de_lowest_kcal_mol": 75.6,
  "molar_mass_g_mol": 145.252,
  "homo_lumo_gap_ev": 8.451,
  "charge": 0
}

---

Copy entry 1 word for word.
{
  "formula": "C4H11S2",
  "method": "ωB97M-V with the def2-TZVPD basis set",
  "elements": ["C", "S", "C", "H", "H", "H", "H", "H", "H", "C", "C", "S", "H", "H", "H", "H", "H"],
  "positions_angstrom": [[-3.094166, -1.100786, -0.239951], [-3.042899, 0.347092, 0.863247], [-1.270804, 0.627907, 0.962969], [-3.132927, -1.999176, 0.371929], [-2.172817, -1.180718, -0.819223], [-3.872799, -1.059352, -0.995586], [-0.810115, -0.029600, 1.690590], [-0.814577, 0.552415, -0.018499], [-1.174056, 1.671916, 1.258640], [3.080873, -1.028048, -1.833828], [1.989025, -0.375333, -0.984246], [2.721682, 0.733843, 0.286802], [3.725745, -1.551459, -1.121447], [3.714693, -0.293868, -2.328724], [2.651197, -1.709765, -2.580127], [1.362643, -1.164724, -0.553714], [1.333349, 0.203904, -1.641477]],
  "atomic_forces_ev_per_a": [[0.72, -0.17, 0.12], [-0.47, -0.14, -0.58], [-0.17, 0.40, -0.02], [-0.34, -0.16, -0.18], [0.16, 0.27, 0.15], [-0.42, 0.08, 0.35], [0.26, 0.03, -0.08], [0.17, -0.19, 0.01], [0.21, -0.11, 0.22], [-0.15, -0.15, 0.48], [0.34, 0.54, -0.15], [-0.38, -0.25, -0.10], [0.05, -0.26, -0.31], [-0.13, 0.17, -0.05], [0.17, -0.12, 0.01], [0.08, -0.01, 0.17], [-0.09, 0.07, -0.04]],
  "de_lowest_kcal_mol": 10.1,
  "molar_mass_g_mol": 123.266,
  "homo_lumo_gap_ev": 5.362,
  "charge": -1
}

---

> What is the formula in the second record?

C5H7NS2